144
Properties=species:S:1:pos:R:3:forces:R:3:mulliken_charge:R:1 method="wB97M-V/def2-TZVPD" homo_ha=-0.3500 gap_ev=10.0 smiles=CC(C)O.CC(C)O.CC(C)O.CC(C)O.CC(C)O.CC(C)O.CC(C)O.CC(C)O.CC(C)O.CC(C)O.CC(C)O.CC(C)O lumo_energy_ev=0.506
C 3.548388 -1.810707 -4.853641 0.2 -0.9 -0.6 -1.581
C 2.660677 -1.254351 -3.775306 -0.6 0.7 -1.4 1.301
C 1.227290 -0.902745 -4.217343 1.0 1.1 0.2 -0.878
O 2.470149 -2.179784 -2.775112 0.3 -1.5 1.4 -0.636
H 3.020863 -2.324743 -5.659181 -0.3 0.1 0.0 0.363
H 4.181134 -2.589693 -4.425765 0.3 0.2 0.1 0.384
H 4.171929 -1.036481 -5.299400 0.0 0.0 0.0 0.368
H 3.225525 -0.391352 -3.411451 -0.5 0.4 0.4 -0.259
H 1.266822 -0.092610 -4.947113 -0.4 -0.1 -0.2 0.532
H 0.753666 -0.532021 -3.307107 -0.3 0.2 -0.2 -0.130
H 0.665052 -1.777493 -4.538473 0.3 0.0 -0.3 0.204
H 1.877859 -1.760018 -2.136078 -0.3 -0.1 0.3 0.018
C 0.345847 -0.335978 1.427515 -0.7 -0.8 0.4 0.041
C -0.150014 -0.541280 -0.010918 0.5 0.5 1.1 1.465
C -0.965017 0.641266 -0.517821 -0.4 0.6 -0.4 -1.118
O 1.021217 -0.787055 -0.742844 0.1 0.2 -1.4 1.339
H 1.299005 0.176916 1.562265 -0.2 0.7 -0.7 0.266
H 0.631173 -1.307178 1.834121 -0.6 -0.1 0.2 -0.771
H -0.456450 0.138005 1.995078 0.3 -0.1 0.4 -0.053
H -0.735042 -1.456817 -0.112922 -0.2 0.0 0.3 -0.408
H -0.720232 1.640630 -0.150006 0.7 -0.2 0.4 -0.025
H -2.016888 0.576712 -0.235116 -0.1 -0.4 -0.2 0.300
H -0.887973 0.766099 -1.599598 -0.2 -0.4 -0.2 -0.046
H 1.367927 0.095958 -0.921042 1.0 0.0 0.0 -1.092
C -1.308394 6.631787 1.585016 0.1 -1.0 0.7 -1.580
C -1.953013 6.106208 0.323375 -0.1 0.5 -0.3 0.336
C -1.638729 4.652699 -0.074296 0.7 0.3 0.9 -0.664
O -3.362852 6.267707 0.503333 0.3 0.0 -0.2 -0.568
H -1.730273 6.120194 2.455547 0.1 -0.4 0.1 0.423
H -1.576406 7.668246 1.785925 0.5 0.2 -0.5 0.404
H -0.244330 6.394195 1.571695 0.1 0.5 0.2 0.332
H -1.577655 6.818899 -0.413997 -0.6 -0.2 -0.7 0.347
H -2.472682 4.155125 -0.565927 0.0 0.2 -0.1 -0.001
H -1.399168 4.111153 0.844094 -0.3 -0.3 0.1 0.514
H -0.719920 4.565290 -0.656093 -0.1 0.1 -0.3 0.111
H -3.438492 6.053774 1.437795 -0.7 0.0 0.0 0.349
C -1.588935 2.316360 -4.704935 -0.7 -0.2 1.1 -0.629
C -1.603477 3.798394 -5.040129 0.7 -0.1 -0.5 0.535
C -2.290790 4.717374 -4.060707 -0.9 0.1 0.0 -1.150
O -0.257299 4.243232 -5.164514 0.6 -0.1 -0.2 -0.550
H -2.615247 1.946937 -4.703745 -0.1 0.0 -0.1 0.152
H -1.258298 2.176492 -3.673015 0.2 0.1 0.1 -0.168
H -1.017597 1.593160 -5.285460 0.2 0.7 -0.5 0.413
H -2.088978 3.958283 -6.006014 -0.2 -0.3 -0.1 0.208
H -1.758696 4.919946 -3.131685 0.2 -0.4 0.0 0.203
H -3.301526 4.362558 -3.850782 0.0 0.0 0.2 0.193
H -2.431822 5.683412 -4.548594 0.1 0.1 0.0 0.449
H -0.276876 5.067070 -5.658405 0.2 0.1 0.0 0.322
C 7.639287 0.191551 0.874975 -0.1 0.0 -0.2 -1.599
C 6.149494 0.094941 0.529439 0.9 -1.6 -0.5 0.885
C 5.267409 0.423858 1.687479 -0.6 -0.1 -0.7 -0.603
O 5.812836 0.805152 -0.659655 0.4 0.5 0.1 -0.476
H 7.887389 -0.631439 1.545633 0.0 0.2 0.3 0.428
H 7.887163 1.149136 1.336007 0.1 0.0 0.1 0.401
H 8.292145 0.034789 0.015581 -0.2 0.1 -0.2 0.397
H 6.001489 -0.954282 0.266460 -0.3 0.0 -0.1 -0.080
H 4.234290 0.198672 1.418702 0.0 -0.1 0.0 -0.359
H 5.302036 1.503467 1.840832 0.2 -0.1 0.8 0.299
H 5.565660 -0.261055 2.480721 -0.1 0.6 0.5 0.457
H 6.344138 1.606777 -0.623163 -0.1 0.2 -0.3 0.282
C -3.302416 0.300831 2.381650 1.1 -0.5 0.5 -1.021
C -3.289158 0.178943 3.904052 -1.0 1.0 -0.2 0.553
C -1.928586 0.416295 4.615094 -0.8 0.3 0.6 -1.206
O -4.251199 1.170198 4.278016 -0.3 0.8 0.2 -0.577
H -2.866177 1.255133 2.084389 0.0 0.1 -0.1 0.330
H -4.302393 0.201404 1.963429 0.0 -0.1 0.2 0.533
H -2.655028 -0.504352 2.026882 0.0 0.0 -0.5 0.031
H -3.798844 -0.760010 4.127702 0.8 -0.4 0.4 0.318
H -1.217128 1.050530 4.084835 0.2 -0.8 -0.7 0.215
H -1.552377 -0.498786 5.070262 0.6 0.0 -0.5 0.072
H -2.041736 1.078025 5.477633 -0.8 -0.1 0.2 0.563
H -4.539841 1.065398 5.188285 0.2 -0.1 0.1 0.352
C -5.109999 1.561414 -3.776042 0.7 0.3 -1.2 -1.578
C -4.699028 0.953369 -2.468240 -0.3 0.9 1.5 1.348
C -4.681725 2.036387 -1.361668 0.2 -0.8 -0.8 -0.553
O -5.546269 -0.118605 -2.140129 0.0 -1.0 0.2 -0.552
H -4.729549 0.889464 -4.546738 -0.5 0.0 -0.4 0.398
H -4.641922 2.525514 -3.980800 0.3 0.0 0.2 0.173
H -6.168694 1.779658 -3.918283 -0.2 -0.5 0.3 0.424
H -3.697840 0.522030 -2.504925 0.0 0.0 -0.4 -0.283
H -4.083846 1.762875 -0.492518 0.0 -0.1 0.0 -0.118
H -5.713108 2.188697 -1.042500 0.0 0.5 0.0 0.532
H -4.224689 2.884848 -1.870459 -0.3 0.5 0.6 -0.052
H -6.436432 0.187913 -1.947749 0.0 0.2 -0.1 0.358
C 1.921408 2.780501 -2.232404 0.7 0.1 -0.8 -0.916
C 2.989927 2.582874 -1.183355 -1.0 -0.5 1.2 0.687
C 2.501992 3.182621 0.091200 0.3 1.8 0.4 -1.331
O 3.125095 1.213930 -0.862433 -0.1 -0.9 -0.8 -0.225
H 1.660000 3.837460 -2.290515 0.1 0.0 -0.3 0.577
H 0.993471 2.247731 -2.022961 0.1 -0.2 0.3 -0.403
H 2.305091 2.410562 -3.184221 -0.3 0.2 -0.2 0.225
H 3.975435 2.997403 -1.402664 -0.1 0.1 -0.5 0.486
H 2.456321 4.264040 -0.064231 -0.2 0.2 0.2 0.519
H 3.236116 3.037744 0.883777 -0.3 -0.3 0.2 0.263
H 1.498611 2.843005 0.346632 0.1 -0.2 0.2 0.000
H 4.052905 0.969256 -0.983009 0.2 -0.3 0.2 -0.021
C -1.083845 -3.831895 2.590924 0.5 0.8 -0.6 -1.397
C -2.017475 -3.340008 3.679742 -1.6 -1.2 -0.5 2.214
C -3.532355 -3.458723 3.309624 0.9 0.1 -0.7 -1.638
O -1.824128 -4.129828 4.835635 0.5 0.4 1.0 -0.614
H -0.116277 -4.118151 3.004756 0.0 0.1 0.2 0.324
H -0.872703 -2.983660 1.935920 0.0 -0.2 -0.4 0.080
H -1.409073 -4.668813 1.971903 -0.4 0.0 0.2 0.599
H -1.807157 -2.285550 3.855402 0.3 -0.2 0.7 -1.001
H -4.201227 -3.552478 4.164051 0.3 0.2 0.2 0.329
H -3.640772 -4.363351 2.709071 -0.2 0.0 -0.1 0.488
H -3.829347 -2.598209 2.709049 -0.2 -0.1 -0.1 0.268
H -2.013690 -5.044926 4.612348 0.0 0.0 -0.1 0.349
C 2.510819 -3.358444 1.353327 0.0 0.0 -1.3 0.311
C 3.573864 -3.682379 0.278453 0.9 0.0 1.1 0.321
C 3.153321 -4.820739 -0.632182 -0.3 0.0 -0.1 -1.408
O 3.936396 -2.556272 -0.491956 -0.4 0.1 0.1 -0.290
H 1.654169 -3.039153 0.754402 -0.5 -0.4 0.2 -0.364
H 2.671696 -2.493812 1.996177 0.7 -0.2 0.0 -0.347
H 2.313448 -4.260384 1.932329 -0.3 0.1 0.1 0.407
H 4.517693 -3.948794 0.760327 0.0 -0.2 0.3 0.343
H 3.147366 -5.817467 -0.190190 0.1 0.1 0.3 0.460
H 3.828702 -4.835291 -1.487342 -0.1 -0.1 -0.1 0.381
H 2.131754 -4.635015 -0.970446 0.0 0.0 -0.3 0.176
H 3.310789 -2.526106 -1.231036 0.4 0.4 -0.3 0.330
C 0.527330 -2.160382 6.677031 -1.6 -0.2 -0.4 -0.915
C 1.775845 -2.219126 5.866033 0.5 1.7 -0.7 0.600
C 1.633490 -1.457391 4.532045 -1.1 -0.2 -0.2 -0.385
O 2.789664 -1.571132 6.590946 0.9 0.0 0.8 -0.565
H -0.272018 -2.399987 5.971499 -0.2 -0.5 0.2 -0.052
H 0.219793 -1.179536 7.041203 0.7 0.3 0.0 0.297
H 0.461713 -2.856587 7.512353 0.3 -0.1 -0.1 0.356
H 2.045523 -3.255075 5.648245 0.0 -0.1 0.0 0.197
H 2.562044 -1.175892 4.033156 0.3 -0.8 -0.1 0.236
H 1.128102 -0.489225 4.552129 -0.2 0.0 0.9 0.252
H 0.970649 -2.066778 3.914661 0.4 0.0 -0.5 -0.344
H 3.512507 -1.392287 5.984347 0.1 0.0 0.1 0.311
C -1.012908 -3.249092 -3.064836 -0.8 -0.2 -0.2 -0.997
C -2.088543 -3.940151 -2.248792 0.6 -0.5 1.6 0.591
C -3.194996 -3.098698 -1.658705 -0.1 -0.3 -0.1 -0.985
O -2.709583 -5.000361 -2.942420 0.2 -0.2 -0.7 -0.609
H -0.530365 -2.454604 -2.496442 -0.2 0.2 -0.1 -0.027
H -1.506796 -2.903283 -3.974645 0.3 0.4 -0.1 0.343
H -0.234445 -3.961611 -3.341526 0.0 0.0 0.0 0.434
H -1.558352 -4.405088 -1.410269 0.1 0.0 0.4 0.168
H -3.973653 -3.760635 -1.278056 -0.1 -0.1 -0.3 0.443
H -3.614584 -2.486072 -2.456998 -0.2 0.4 0.4 0.255
H -2.877245 -2.583206 -0.751904 0.2 0.6 -0.4 -0.001
H -1.968366 -5.524043 -3.261617 -0.2 -0.3 -0.3 0.354

---

19
Properties=species:S:1:pos:R:3:forces:R:3:mulliken_charge:R:1 method="wB97M-V/def2-TZVPD" homo_ha="-0.2908 / -0.2907" gap_ev="8.3 / 8.3" lumo_energy_ev="0.416 / 0.415"
C 0.808951 0.279614 -0.877340 -1.3 0.2 -0.2 -0.740
C -0.129117 1.431467 -0.414538 0.6 1.5 -0.7 -0.762
C -0.225445 -0.203189 1.387678 -0.3 -1.4 -2.3 -1.095
C -0.602312 -1.691981 -0.686827 -1.0 4.9 2.8 -1.374
C 0.414824 -0.877029 0.093842 0.6 0.3 -1.0 0.209
C -1.043672 0.933630 0.633837 1.4 0.0 5.5 0.370
C -2.029498 0.116939 0.053701 0.3 -3.7 -1.6 0.219
N -3.371257 -0.327973 0.288189 -0.1 0.0 1.1 -0.402
N -3.131771 0.314970 -0.729789 -1.6 0.9 -1.8 -0.342
H 0.413323 -0.029157 -1.875738 1.0 0.3 0.6 0.216
H 1.837365 0.662402 -0.948100 -0.2 -0.6 0.2 0.331
H 0.450648 2.286762 0.000733 -0.4 -0.4 -0.6 0.304
H -0.814461 1.720108 -1.224267 0.8 0.6 -0.1 0.360
H -0.907714 -1.001071 1.747982 0.3 0.8 0.5 0.345
H 0.461961 0.143171 2.138766 0.4 0.1 0.2 0.483
H -0.803772 -1.686176 -1.713707 0.4 0.1 -1.3 0.408
H -1.061342 -2.401181 -0.123312 -1.3 -2.4 1.3 0.447
H 1.217601 -1.530442 0.369424 0.9 -0.2 0.3 0.592
H -1.270054 1.652172 1.586302 -0.2 -1.2 -2.6 0.433

---

92
Properties=species:S:1:pos:R:3:forces:R:3:mulliken_charge:R:1 method="wB97M-V/def2-TZVPD" homo_ha="-0.4762 / -0.4958" gap_ev="7.0 / 5.0" spin_multiplicity=5 total_charge=+2 s2=6.11 lumo_energy_ev="-5.926 / -8.444"
Ru -0.471343 0.447902 -1.244198 0.1 -0.1 0.4 0.506
Te 2.485234 1.349995 1.671106 -0.1 0.0 -0.1 0.949
C 3.418367 0.207985 3.127045 0.0 -0.1 0.0 0.642
C 3.667320 -1.149333 2.954844 0.0 0.1 0.1 -0.129
C 4.252985 -1.824514 4.014329 0.0 -0.2 0.0 -0.582
N 4.573237 -1.252091 5.171906 0.0 0.1 -0.1 -0.514
C 4.338728 0.046661 5.309028 0.0 0.1 0.1 -0.449
C 3.766702 0.835212 4.317737 0.0 -0.1 -0.1 -0.638
C 1.505425 -0.243280 0.713936 -0.1 0.3 -0.3 -0.363
P 1.736628 -0.176279 -1.093096 -0.3 -0.1 0.3 0.666
C 3.384362 0.462966 -1.391664 -0.1 0.1 -0.1 0.116
C 4.496011 -0.374951 -1.291808 0.0 0.0 0.0 -0.501
C 5.765366 0.155830 -1.439150 0.0 0.0 0.0 -0.795
C 5.927222 1.514683 -1.690206 0.0 0.0 0.0 -0.591
C 4.823714 2.348268 -1.798796 0.0 0.0 0.0 -0.756
C 3.547320 1.824492 -1.651035 0.0 0.1 0.0 0.299
C 1.491354 -1.736471 -1.975120 0.2 0.0 -0.1 1.173
C 1.379352 -3.044468 -1.482512 -0.2 0.0 0.0 -0.500
C 0.780379 -4.040656 -2.300413 0.0 0.1 0.0 -0.558
C 0.266021 -3.745135 -3.517818 0.0 0.0 0.1 -0.907
C 0.380629 -2.385816 -4.108465 -0.1 -0.1 0.0 0.138
C 1.156004 -1.450616 -3.279584 0.2 0.1 -0.1 -1.520
P -0.284995 -0.096038 0.978959 0.2 -0.5 -0.5 0.482
C -0.551937 0.675795 2.574703 0.0 0.2 -0.1 -0.125
C -1.192249 1.912089 2.647413 0.0 0.1 0.0 -0.116
C -1.402606 2.503029 3.884831 0.0 0.0 -0.1 -0.894
C -0.972225 1.861594 5.037192 0.0 0.0 0.0 -0.638
C -0.334747 0.626746 4.966666 0.0 0.0 0.0 -0.769
C -0.126436 0.026822 3.738471 0.0 0.0 0.0 -0.248
C -0.992684 -1.752237 1.035238 -0.1 0.0 0.2 1.021
C -0.250550 -2.888545 1.349062 0.0 0.0 0.1 -0.263
C -0.869227 -4.126979 1.394916 0.0 0.0 0.0 -0.742
C -2.229370 -4.234559 1.133279 0.0 0.0 0.0 -0.786
C -2.981257 -3.100896 0.854447 0.0 0.0 0.0 -0.651
C -2.368096 -1.859562 0.810405 0.0 0.0 0.0 -1.069
H 3.418222 -1.668467 2.039355 0.0 0.0 0.0 0.435
H 4.471227 -2.882383 3.932124 0.0 0.0 0.0 0.396
H 4.617414 0.487480 6.257991 0.0 0.0 0.0 0.394
H 3.601074 1.889663 4.492701 0.0 0.0 0.0 0.380
H 4.369900 -1.436393 -1.113929 0.0 0.0 0.0 0.477
H 6.630654 -0.487878 -1.367414 0.0 0.0 0.0 0.453
H 6.921106 1.920109 -1.816039 0.0 0.0 0.0 0.442
H 4.956083 3.399762 -2.011178 0.0 0.0 0.0 0.484
H 2.677099 2.464156 -1.755702 0.0 0.0 0.0 0.319
H 1.725885 -3.293327 -0.492740 0.0 0.0 0.1 0.623
H 0.707154 -5.050329 -1.921064 0.0 0.0 0.0 0.479
H -0.239626 -4.499970 -4.102935 0.0 0.0 0.0 0.547
H 0.733724 -2.408556 -5.142050 -0.1 0.0 0.0 0.296
H 1.363675 -0.475708 -3.705469 -0.1 0.0 0.1 0.500
H -1.533863 2.397251 1.741683 0.0 0.0 0.0 0.494
H -1.912589 3.453583 3.950780 0.0 0.0 0.0 0.465
H -1.146118 2.318226 6.001906 0.0 0.0 0.0 0.452
H -0.013729 0.130411 5.871416 0.0 0.0 0.0 0.500
H 0.354730 -0.942854 3.683687 0.0 0.0 0.0 0.461
H 0.802782 -2.798562 1.582311 0.1 0.0 0.0 0.632
H -0.297323 -5.008142 1.648947 0.0 0.0 0.0 0.510
H -2.709271 -5.202117 1.167742 0.0 0.0 0.0 0.455
H -4.046508 -3.181311 0.686294 0.0 0.0 0.0 0.552
H -2.960302 -0.970991 0.628157 0.0 0.0 0.0 0.674
C -0.345604 6.083287 1.693276 0.0 0.0 0.0 -1.272
C 0.693853 5.210123 0.996593 0.1 -0.1 0.0 -0.044
C 0.105024 4.316212 -0.044774 0.1 0.0 0.1 -0.123
N 0.312733 3.048058 -0.109748 0.0 0.1 -0.1 -0.237
N -0.360340 2.460533 -1.159910 0.1 -0.1 0.4 0.871
C -1.067435 3.306627 -1.877782 -0.1 0.0 -0.2 0.161
N -1.772710 2.982915 -2.957811 0.0 0.0 -0.1 -0.313
S -0.949714 4.923499 -1.285362 0.0 0.0 0.0 -0.194
H 0.127922 6.670606 2.476470 0.0 0.0 0.0 0.399
H -1.132462 5.479238 2.144052 0.0 0.0 0.0 0.314
H -0.812957 6.783029 0.999793 0.0 0.0 0.0 0.410
H 1.203915 4.566285 1.717097 0.0 0.0 0.0 -0.030
H 1.455115 5.837488 0.525905 0.0 0.0 0.0 0.363
H -1.798067 2.019287 -3.269479 0.0 0.1 0.1 0.065
H -2.366826 3.657255 -3.407895 0.0 0.0 0.0 0.221
O -6.827122 -3.437646 -3.241228 -0.2 0.0 0.0 -0.599
N -5.650570 -3.450827 -3.513958 0.1 0.1 0.1 1.063
O -5.069513 -4.312161 -4.135422 0.0 -0.1 -0.1 -0.607
C -4.841328 -2.323401 -3.021098 0.1 0.0 -0.1 -0.839
C -5.433668 -1.392226 -2.165058 0.1 0.0 -0.1 -0.685
C -4.659737 -0.368980 -1.689878 -0.2 0.0 0.0 -0.281
C -3.276802 -0.238128 -1.964846 0.0 -0.1 0.0 0.468
O -2.545351 0.562085 -1.285104 0.1 0.1 -0.1 -0.561
C -2.771196 -1.152757 -2.948654 0.0 -0.2 -0.1 0.147
C -3.540427 -2.221719 -3.433614 -0.1 0.1 0.2 -0.197
N -1.475387 -0.968642 -3.390349 -0.1 -0.2 0.1 1.339
O -0.892553 0.200220 -3.331377 0.1 0.1 -0.1 -0.950
O -1.029188 -1.833271 -4.333018 0.1 0.2 -0.2 -0.504
N -5.277107 0.605520 -0.780366 0.3 -0.1 0.0 1.116
O -6.034162 0.168916 0.056238 -0.2 0.0 0.1 -0.595
O -4.968714 1.767331 -0.927855 -0.1 0.1 -0.1 -0.583
H -6.472333 -1.485840 -1.880740 0.0 0.0 0.0 0.669
H -3.133327 -2.934192 -4.132292 0.0 0.0 0.0 0.700

---

Quick rundown of maximum force, same order as above: 2.1 5.7 0.7 eV/Å